Molecular formula: C56H44BrF3N2O8P
Method: DFT, the ωB97M-V functional and the def2-TZVPD basis

```
115
Properties=species:S:1:pos:R:3:lowdin_charge:R:1
C 1.78355 6.21385 -4.48394 -0.060
C 2.62996 6.71283 -3.23150 -0.248
O 1.67763 6.96360 -2.17833 -0.214
C 2.10548 6.44453 -0.92007 -0.183
C 2.13742 4.83330 -0.89487 -0.086
C 1.05741 4.24154 0.06086 -0.112
C 1.38235 3.40903 1.23486 -0.274
P 3.15583 2.94339 1.61721 0.914
C 3.32966 1.36998 2.60307 -0.321
O 3.88278 2.49151 0.13585 -0.336
C 0.20169 3.01368 2.05719 -0.543
Br 0.35053 2.00484 3.70608 0.804
C -1.18648 3.38474 1.69895 -0.029
C -1.34958 4.15039 0.48882 -0.110
C -2.81446 4.52833 0.07219 -0.122
C -3.49304 3.44324 -0.87427 -0.100
C -3.50604 4.03731 -2.32578 -0.312
F -2.61197 3.50357 -3.26685 -0.045
C -4.38222 5.09843 -2.69415 -0.032
F -3.98805 6.39978 -2.49539 0.152
F -5.60899 4.80563 -3.20072 0.196
N -0.25919 4.56162 -0.27986 -0.040
N -0.60434 5.29434 -1.40656 0.144
H 0.82260 6.79577 -4.43461 0.084
H 2.32978 6.36341 -5.44478 0.083
H 1.56169 5.13003 -4.29345 0.067
H 3.43984 5.98654 -2.96760 0.122
H 3.13255 7.69698 -3.45091 0.129
H 1.42689 6.77253 -0.09070 0.128
H 3.12742 6.86465 -0.71822 0.137
H 3.18140 4.58330 -0.59167 0.092
H 1.99884 4.41307 -1.92756 0.128
H 4.28755 0.81855 2.42105 0.065
H 3.27465 1.65699 3.69095 0.028
H 2.48541 0.64923 2.40597 0.007
H 3.80194 1.52624 0.01097 0.060
H -2.06784 3.09856 2.30951 0.122
H -3.38390 4.59247 1.04115 0.121
H -2.85483 5.53808 -0.39810 0.080
H -2.92337 2.47094 -0.84269 0.133
H -4.53975 3.18950 -0.55349 0.116
H -0.08351 5.00750 -2.23285 0.112
H -0.57492 6.30006 -1.24267 0.126
C -3.60370 8.51167 1.45026 -0.062
C -4.45186 7.99101 0.47543 -0.078
C -5.80104 7.81932 0.74757 0.000
C -6.30651 8.15631 2.00004 -0.078
C -5.45257 8.65506 2.98384 -0.077
C -4.10202 8.84240 2.70163 0.004
C -5.96820 8.97299 4.34083 -0.278
O -5.22378 9.41070 5.19572 0.112
C -7.40312 8.73801 4.63356 -0.085
C -7.89053 8.97647 5.91552 0.005
C -9.23384 8.77238 6.19612 -0.048
C -10.09848 8.33784 5.19499 -0.049
C -9.61688 8.09342 3.91730 0.004
C -8.26706 8.28328 3.63483 -0.086
C -7.75648 7.98503 2.27483 -0.279
O -8.50758 7.60135 1.39962 0.108
H -2.55064 8.65434 1.23362 0.104
H -4.05886 7.72139 -0.49785 0.078
H -6.45880 7.41887 -0.01533 0.119
H -3.43810 9.24228 3.45895 0.123
H -7.22294 9.31782 6.69769 0.123
H -9.61005 8.95383 7.19609 0.111
H -11.14887 8.18581 5.41400 0.111
H -10.29263 7.75089 3.14277 0.123
C -1.08272 -2.88415 3.02110 -0.058
C -1.54225 -4.19703 2.95856 -0.050
C -0.75337 -5.18303 2.38298 0.008
C 0.49350 -4.85762 1.85676 -0.079
C 0.94237 -3.53774 1.89822 -0.084
C 0.15627 -2.55608 2.49138 -0.008
C 2.24770 -3.16328 1.29782 -0.273
O 2.63963 -2.00791 1.33842 0.072
C 3.06007 -4.21507 0.64169 -0.087
C 4.25997 -3.87288 0.02308 -0.002
C 5.03344 -4.85302 -0.58237 -0.047
C 4.61674 -6.18125 -0.56470 -0.037
C 3.41935 -6.52585 0.04591 0.007
C 2.63342 -5.54476 0.64152 -0.079
C 1.33821 -5.92214 1.25902 -0.275
O 0.97126 -7.08072 1.27083 0.109
H -1.69550 -2.11616 3.47925 0.105
H -2.51569 -4.45109 3.36135 0.111
H -1.11225 -6.20448 2.34099 0.124
H 0.50873 -1.53277 2.53715 0.102
H 4.59105 -2.84142 0.00895 0.116
H 5.96416 -4.58357 -1.06771 0.111
H 5.22516 -6.94786 -1.03204 0.110
H 3.09814 -7.56067 0.05275 0.108
C 1.70801 -10.14502 -1.44453 -0.051
C 1.25208 -11.45911 -1.50965 -0.050
C 2.04391 -12.44222 -2.08550 0.005
C 3.29087 -12.11319 -2.60955 -0.082
C 3.73676 -10.79199 -2.56561 -0.082
C 2.94693 -9.81259 -1.97221 -0.004
C 5.04193 -10.41463 -3.16304 -0.276
O 5.43183 -9.26154 -3.12008 0.091
C 5.85804 -11.46479 -3.81989 -0.085
C 7.05785 -11.11837 -4.43539 -0.001
C 7.83455 -12.09543 -5.04086 -0.055
C 7.42083 -13.42470 -5.02631 -0.053
C 6.22353 -13.77417 -4.41912 0.003
C 5.43427 -12.79497 -3.82287 -0.083
C 4.13827 -13.17530 -3.20727 -0.278
O 3.77398 -14.33469 -3.19725 0.110
H 1.09256 -9.37886 -0.98589 0.105
H 0.27871 -11.71611 -1.10850 0.109
H 1.68755 -13.46450 -2.12944 0.123
H 3.29512 -8.78775 -1.92446 0.100
H 7.38616 -10.08588 -4.44691 0.120
H 8.76565 -11.82270 -5.52388 0.108
H 8.03205 -14.18808 -5.49345 0.109
H 5.90328 -14.80920 -4.41438 0.122
```

Computed properties:
* energy: -6086.312169 Ha
* HOMO energy: -9.5 eV
* largest force on an atom: 0.0831 hartree/bohr
* HOMO-LUMO gap: 4.62 eV
* 2S+1: 1
* net charge: +1